(1)
The following is a DFT calculation (ωB97M-V/def2-TZVPD) of a molecular structure, C55H52KN7OPS in a non-equilibrium geometry.

```
118
Properties=species:S:1:pos:R:3
H 6.050 -4.975 -5.259
C -3.654 0.043 -3.747
C -6.376 -0.268 -2.274
H -1.924 -2.549 1.572
H -2.479 -0.687 4.441
H 0.808 -2.532 6.189
N 1.285 2.071 -1.120
K -0.198 0.266 0.975
H 2.222 5.957 0.139
C 0.179 2.023 -1.904
C -1.183 3.578 -3.380
C 4.714 -3.475 1.174
H -5.315 -3.839 4.023
H 5.908 4.637 1.856
H 3.829 2.285 5.226
C 3.944 -3.995 2.283
H -2.737 -0.115 -4.309
N 1.463 -1.568 -3.116
H -1.119 6.061 -1.735
H 3.100 5.629 -2.611
C -4.194 -1.052 -1.490
C 3.925 -4.293 -2.662
H -1.264 -3.084 7.562
H 2.421 3.294 5.488
H 3.564 -4.680 -1.744
H -1.724 0.502 5.388
H -2.830 -3.866 3.516
H 3.937 -1.332 -4.432
C 2.233 1.342 6.496
H -0.045 -3.386 4.920
H -5.988 0.757 -2.405
C 4.896 -4.965 -3.415
H 4.357 6.528 1.123
C 4.202 -2.361 -4.209
C -1.449 -2.676 6.554
C 2.581 -3.864 2.296
H -8.425 0.312 -2.558
C -5.781 -2.668 2.338
C -7.707 -0.497 -2.487
H 3.320 1.817 -0.164
C -3.431 -1.263 -0.328
H -6.861 -2.598 2.615
H -4.491 -0.543 -4.244
H -1.821 4.416 -2.984
C 1.976 1.803 4.079
C -3.879 -1.962 0.864
C -2.144 -0.165 -1.758
C 0.541 -1.084 -2.155
H 5.264 2.239 1.236
N -0.067 3.255 -2.456
C -5.283 -2.027 1.164
C 0.973 8.056 -3.605
C 2.186 7.329 -3.333
C 2.970 5.172 0.253
C -0.245 6.373 -2.306
C 1.956 -3.284 1.157
H 5.809 -3.606 1.183
C 2.488 -2.238 -2.415
H 1.649 -2.448 -5.021
C -3.545 -3.314 2.884
N -2.175 -0.688 -0.506
C 0.756 4.225 -1.839
H -1.718 2.693 -3.555
C 2.717 2.248 5.316
H -5.547 -3.459 -1.301
C -0.214 7.618 -3.032
H -1.135 8.121 -3.237
C 1.355 -1.480 -4.559
O -0.299 -1.412 3.213
C -1.749 -0.538 5.267
C 2.725 -2.765 0.088
H -3.975 1.087 -3.882
C 3.585 -2.958 -3.100
H 2.285 0.302 6.306
S -0.119 -1.029 4.671
H 4.452 -4.458 3.157
C 2.692 3.851 -0.232
N 1.476 1.634 3.027
C 4.107 -2.840 0.165
H 0.839 -3.430 0.983
H 2.755 1.617 7.446
P -0.566 0.358 -2.526
C 4.741 3.113 0.864
C -5.554 -1.290 -1.767
C 4.248 5.483 0.808
H -1.652 -0.698 7.389
C 5.402 -4.374 -4.617
C 0.888 5.560 -2.336
H 1.163 1.617 6.630
H 5.331 -2.596 -5.983
H 3.148 7.661 -3.665
H -3.254 -1.395 6.656
H 1.982 -4.369 3.078
H -2.096 -3.459 6.063
C -0.130 -2.625 5.696
C 5.029 4.461 1.218
H 1.971 -0.707 -4.958
C -6.061 -2.634 -1.736
C -2.110 -1.317 6.540
N 0.895 -1.462 -0.962
C 1.653 3.415 -1.122
C -7.345 -2.840 -2.230
C 2.091 -2.163 -1.067
N -3.332 -0.338 -2.394
H -0.771 3.896 -4.329
C 5.079 -3.069 -5.004
C 2.144 6.108 -2.751
C -3.025 -2.638 1.734
H 0.954 9.039 -4.078
H 0.294 -1.289 -4.860
H -9.204 -2.032 -2.960
H -5.962 -1.612 0.454
H 5.183 -6.006 -3.182
H -7.681 -3.852 -2.334
C -8.203 -1.807 -2.613
H 4.679 -2.498 -0.703
C -4.908 -3.321 3.163
C 3.574 2.854 0.119
```

The value obtained for the energy above the lowest of the compared OMol25 structures with the same formula, charge and spin is 79.66 kJ/mol. As for the total charge: +1.

---

(2)
The following is a DFT calculation (ωB97M-V/def2-TZVPD) of 9 unconnected molecules or ions with the total composition C55H52N9O18P in a non-equilibrium geometry.

```
135
Properties=species:S:1:pos:R:3
H 6.264 -1.647 -2.309
H 2.292 -0.632 7.756
C -2.177 4.911 -4.758
O -1.517 10.096 -8.340
C -6.203 -5.123 -3.563
C -1.605 -2.096 0.216
C 8.704 -0.452 -5.098
C 0.884 -5.456 5.041
H -6.995 -5.846 -3.689
C -4.967 -3.612 -2.152
H 1.178 1.869 11.883
N -8.384 -7.367 -1.393
H -1.142 -1.446 -1.843
H -5.576 -5.224 -5.608
H -6.144 -8.806 -1.103
O -4.175 4.359 -0.556
O -3.809 -3.955 -6.679
C 1.221 -0.042 10.904
C -4.319 10.898 -4.681
H -2.742 3.028 -3.910
H -4.619 13.403 -6.939
N 4.638 2.491 -1.143
C -3.165 6.048 -2.421
H 9.736 1.285 -4.369
H 12.079 -1.551 -6.545
O 2.442 -1.860 6.222
H 4.791 0.293 -2.665
O -2.675 -2.647 -5.403
C -3.352 11.694 -7.163
H 1.356 -1.820 9.706
C -1.267 -1.626 -0.819
C 2.629 -4.144 5.999
C -2.628 6.854 -3.412
H 1.242 -7.569 4.985
C -8.491 -7.631 1.050
C -4.399 -3.842 -4.458
H 11.905 0.573 -5.296
C 1.051 0.405 3.272
C -4.166 -3.261 -3.225
H 1.886 0.838 1.320
O 4.728 3.418 -0.362
H -2.136 2.285 2.635
H -2.977 12.002 -8.127
C 1.635 -6.601 5.267
C 11.031 -0.048 -5.433
C 7.186 -0.826 -0.559
C -6.656 -8.620 -0.171
C -2.922 10.517 -6.576
C -3.398 10.107 -5.346
H -5.472 12.705 -4.728
H -6.403 -9.281 3.136
C 1.951 1.989 9.889
O 4.254 -2.791 6.905
C 1.381 -4.218 5.409
H -4.797 -3.160 -1.184
C -7.974 -8.137 2.230
C 2.891 -6.510 5.856
C 3.396 -5.275 6.224
O 0.544 -1.958 11.983
C -4.276 12.480 -6.493
H 1.024 1.082 4.124
N -3.742 3.821 -1.555
H -1.662 1.878 0.027
H 2.641 1.703 2.635
H -9.402 -7.051 1.063
C 2.048 -0.084 8.663
N 3.151 -2.835 6.406
N -3.563 -3.452 -5.602
H -1.708 6.917 -5.354
C -5.986 -4.540 -2.322
C 1.423 1.324 10.983
H -4.696 10.590 -3.715
H -8.485 -7.952 3.165
O -7.793 -7.631 -2.422
C 1.523 -0.754 9.757
C -6.143 -9.120 1.015
N -1.715 -0.681 2.847
C 11.128 -1.243 -6.133
C -1.172 2.168 2.144
C 10.007 -2.044 -6.306
H 10.084 -2.974 -6.850
O 6.456 -0.758 -4.727
H 7.934 0.240 1.148
H -0.205 2.833 0.339
H 7.828 -1.683 -0.401
P -0.476 0.457 2.228
H -3.374 -2.539 -3.090
H 6.469 2.181 0.804
H 3.475 -7.403 6.031
H 7.913 -2.272 -5.919
O -3.726 2.621 -1.738
C -1.360 -1.971 2.478
C 2.265 1.287 8.733
C 7.245 0.254 0.313
H -1.780 3.529 0.598
N -1.929 9.692 -7.275
H -0.091 -5.528 4.579
N 7.407 -0.019 -4.563
O -1.980 -2.573 1.362
C -2.710 4.099 -3.771
H 0.791 -3.330 5.233
H -3.060 9.184 -4.905
C 5.536 1.346 -0.949
O 7.361 1.052 -3.995
C -7.827 -7.884 -0.137
N 0.682 -0.755 12.070
C 9.812 0.354 -4.911
H -6.615 -4.809 -1.482
H -2.631 -0.452 2.475
O -1.572 8.651 -6.753
C -5.406 -4.773 -4.641
O 3.855 2.444 -2.068
H 4.371 -5.203 6.681
C 8.785 -1.649 -5.784
H 2.682 1.809 7.881
H 2.119 3.056 9.939
H -1.792 4.470 -5.667
O -9.399 -6.706 -1.333
H -0.473 2.824 2.657
C 6.420 1.347 0.120
H -2.592 7.924 -3.267
C -2.132 6.288 -4.581
C 5.476 0.284 -1.832
O 0.408 -0.101 13.056
H 1.154 -0.582 3.705
C -4.756 12.085 -5.252
C 6.306 -0.809 -1.630
C -1.206 2.611 0.683
H 2.960 -0.063 2.367
O -0.574 -2.603 3.087
H -5.230 -9.699 1.003
H -3.549 6.490 -1.513
C -3.195 4.679 -2.613
C -6.803 -8.883 2.213
C 2.237 0.741 2.343
```

Its SMILES is O=[N+]([O-])c1ccccc1.O=[N+]([O-])c1ccccc1.O=[N+]([O-])c1ccccc1.O=[N+]([O-])c1ccccc1.O=[N+]([O-])c1ccccc1.O=[N+]([O-])c1ccccc1.O=[N+]([O-])c1ccccc1.O=[N+]([O-])c1ccccc1.C#COC(=O)NP(CC)CC.

---

Results for Kohn-Sham gap: 7.8 6.9 (in eV, following the order of the records).
Results for total energy: -106800.1842 -117408.1242 (in eV, following the order of the records).